w:
This record from the OMol25 dataset describes an isolated molecule of C3H2ClFO2. The level of theory is the ωB97M-V functional and the def2-TZVPD basis.

Results
- SMILES: O=CC(=O)[C@@H](F)Cl
- HOMO level: -10.37 eV
- Net charge: 0

```
9
C3H2ClFO2 | the OMol25 dataset | the ωB97M-V functional and the def2-TZVPD basis
C -0.92 -0.16 0.69
C 0.57 -0.07 0.38
C 0.93 0.40 -1.04
H -1.10 -0.25 1.76
H 0.14 0.59 -1.72
O 1.41 -0.35 1.20
O 2.08 0.54 -1.35
F -1.54 0.94 0.19
Cl -1.56 -1.62 -0.11
```

---

x:
This record from the OMol25 dataset describes an isolated molecule of C3H2ClFO2. The level of theory is the ωB97M-V functional and the def2-TZVPD basis.

Results
- SMILES: O=C(O)/C=C(/F)Cl
- HOMO level: -10.28 eV
- Net charge: 0

```
9
C3H2ClFO2 | the OMol25 dataset | the ωB97M-V functional and the def2-TZVPD basis
C 0.80 -0.70 -1.13
C -0.57 -0.38 -0.75
C -0.97 0.09 0.42
H 1.75 -0.03 0.67
H -1.31 -0.45 -1.78
O 1.94 -0.40 -0.28
O 1.01 -1.13 -2.23
F -2.17 -0.02 0.73
Cl -0.01 1.11 1.38
```

---

The data favor w; the next most stable structure lies 19.4 kcal/mol above it.

---

w:
This record from the OMol25 dataset describes a structure of composition C12H17N2O. The level of theory is the ωB97M-V functional and the def2-TZVPD basis.

Results
- HOMO level: -13.57 eV
- Net charge: +1

```
32
C12H17N2O | the OMol25 dataset | the ωB97M-V functional and the def2-TZVPD basis
C 1.09 -2.38 -3.39
C 1.13 -2.92 -1.32
C -1.56 0.43 1.77
C -0.94 2.22 -0.04
C 0.78 1.49 1.71
C -1.37 -0.13 -0.54
C 0.36 -0.89 1.19
C 1.02 0.70 -0.63
C -1.78 1.04 0.39
C -0.04 0.30 2.10
C 0.58 1.89 0.28
C 0.09 -0.34 -0.21
N 0.51 -1.42 -2.71
N 0.54 -1.76 -1.47
O 1.38 -3.40 -2.55
H 1.38 -2.63 -4.38
H 1.30 -3.31 -0.39
H -2.06 1.13 2.53
H -1.89 -0.56 1.97
H -1.20 2.42 -1.01
H -1.06 3.14 0.62
H 0.61 2.32 2.48
H 1.76 1.35 1.86
H -1.94 -1.18 -0.37
H -1.32 0.06 -1.70
H 1.52 -1.25 1.26
H -0.12 -1.79 1.27
H 0.87 0.90 -1.61
H 1.97 0.22 -0.40
H -2.76 1.49 0.22
H 0.01 -0.06 3.04
H 1.15 2.91 0.04
```

---

x:
This record from the OMol25 dataset describes a cluster of 3 separate species, C12H17N2O in total. The level of theory is the ωB97M-V functional and the def2-TZVPD basis.

Results
- HOMO level: -11.38 eV
- Net charge: +1

```
32
C12H17N2O | the OMol25 dataset | the ωB97M-V functional and the def2-TZVPD basis
C -4.50 0.73 -1.05
C -3.81 1.84 -0.57
C -3.98 -0.53 -1.33
C -2.41 1.77 -0.40
C -2.57 -0.64 -1.07
C -1.81 0.52 -0.70
C -1.82 -1.80 -1.44
C -0.41 -1.74 -1.46
C 0.31 -0.62 -1.06
C 2.98 -2.80 0.68
C 0.47 2.19 2.43
C 2.89 -2.12 -0.63
N -0.47 0.38 -0.59
N 0.73 2.64 1.09
O 3.26 -2.58 -1.74
H -5.60 0.88 -1.23
H -4.31 2.81 -0.58
H -4.60 -1.38 -1.60
H -2.00 2.66 0.05
H -2.37 -2.65 -1.40
H 0.11 -2.53 -1.87
H 2.04 -3.36 0.77
H 2.85 -2.13 1.64
H 3.78 -3.50 0.89
H 0.53 2.97 3.11
H -0.53 1.89 2.51
H 1.06 1.34 2.59
H 2.41 -1.15 -0.55
H 0.02 1.18 -0.18
H 1.64 2.91 0.92
H 0.07 3.30 0.64
H 3.20 -2.12 -2.53
```

---

The data favor w; the next most stable structure lies 16.5 kcal/mol above it.

---

w:
This record from the OMol25 dataset describes an isolated molecule of CH3N3S2. The level of theory is the ωB97M-V functional and the def2-TZVPD basis.

Results
- HOMO level (spin up / spin down): -7.68 / -7.68 eV
- Net charge: 0

```
9
CH3N3S2 | the OMol25 dataset | the ωB97M-V functional and the def2-TZVPD basis
C -0.48 -1.37 -0.51
N 0.66 -0.84 -0.53
N 1.15 0.29 -0.32
N 1.12 0.96 0.81
S -2.00 -0.57 -0.67
S -1.47 1.32 -0.64
H -0.41 -2.49 -0.40
H 1.08 2.05 0.77
H 0.36 0.66 1.50
```

---

x:
This record from the OMol25 dataset describes a cluster of 2 separate species, CH3N3S2 in total. The level of theory is the ωB97M-V functional and the def2-TZVPD basis.

Results
- HOMO level: -9.73 eV
- Net charge: 0

```
9
CH3N3S2 | the OMol25 dataset | the ωB97M-V functional and the def2-TZVPD basis
C 0.92 -0.87 -0.55
N -0.24 2.12 0.39
N -0.95 1.28 0.16
N -1.91 0.57 0.17
S 2.11 -0.64 0.57
S 3.10 1.15 -0.11
H 0.67 -1.85 -0.22
H -1.82 -0.40 -0.25
H 2.23 1.97 0.24
```

---

The data favor w; the next most stable structure lies 32.1 kcal/mol above it.

---

w:
This record from the OMol25 dataset describes an isolated molecule of C4H9BO2. The level of theory is the ωB97M-V functional and the def2-TZVPD basis.

Results
- SMILES: CB(C)OC(C)=O
- HOMO level: -10.27 eV
- Net charge: 0

```
16
C4H9BO2 | the OMol25 dataset | the ωB97M-V functional and the def2-TZVPD basis
B -0.12 0.68 -0.69
C -0.24 -1.28 1.15
C -1.57 1.04 -1.26
C 1.15 1.32 -1.36
C 0.69 -1.78 2.24
O -1.23 -1.96 0.89
O 0.31 -0.24 0.46
H -2.37 0.24 -1.34
H -1.62 1.39 -2.31
H -2.18 1.86 -0.77
H 0.96 1.68 -2.41
H 2.07 0.66 -1.44
H 1.55 2.26 -0.84
H 0.07 -2.45 2.92
H 1.47 -2.32 1.87
H 1.07 -1.11 2.89
```

---

x:
This record from the OMol25 dataset describes an isolated molecule of C4H9BO2. The level of theory is the ωB97M-V functional and the def2-TZVPD basis.

Results
- HOMO level (spin up / spin down): -7.22 / -7.22 eV
- Net charge: 0

```
16
C4H9BO2 | the OMol25 dataset | the ωB97M-V functional and the def2-TZVPD basis
B 2.56 -1.07 -0.18
C -0.06 0.61 0.60
C 1.23 1.19 0.11
C -0.59 -0.61 -0.13
C -2.13 -0.37 -0.25
O 2.20 0.11 -0.17
O -0.15 -1.78 0.41
H 3.10 -1.92 -0.50
H 0.11 0.30 1.69
H -0.95 1.35 0.61
H 1.21 1.72 -0.77
H 1.66 1.77 0.88
H -0.41 -0.42 -1.30
H -2.48 0.36 0.44
H -2.81 -1.24 -0.19
H -2.48 0.01 -1.25
```

---

The data favor w; the next most stable structure lies 111.0 kcal/mol above it.